ORCA calculation (wB97M-V/def2-TZVPD) on a 2-piece molecular cluster, C20H21F2 overall.

Each line ends with the Löwdin charge.
Geometry (Å):
C -3.1826 2.3269 2.6592  -0.07
C -1.9920 1.4480 2.7387  -0.10
C -1.2549 0.9004 1.7322  -0.05
C 0.0332 0.3470 2.0278  0.11
H 0.0054 -1.5123 -0.1027  0.08
C 1.3242 0.9022 1.7328  -0.05
C 2.0606 1.4489 2.7443  -0.10
C 3.2496 2.3276 2.6607  -0.07
H -3.4377 2.6043 3.6872  0.08
H -2.9875 3.2699 2.1352  0.10
H -4.0866 1.8676 2.2386  0.10
H -1.6830 1.2403 3.7629  0.12
H -1.6177 0.8360 0.6855  0.15
H 0.0359 -0.7447 2.2815  0.17
H 1.6887 0.8408 0.6884  0.15
H 1.7522 1.2383 3.7681  0.12
H 3.5064 2.6083 3.6883  0.09
H 4.1536 1.8665 2.2389  0.10
H 3.0524 3.2698 2.1331  0.10
F -3.4356 1.2389 -2.7456  0.04
C -3.0951 -0.0318 -2.3415  -0.24
C -4.1166 -0.9131 -2.0192  -0.01
C -3.7418 -2.1653 -1.5127  -0.06
C -2.3957 -2.4646 -1.3028  -0.05
C -1.3741 -1.5531 -1.6089  -0.20
C 0.0191 -1.8870 -1.0979  -0.09
C 1.3603 -1.4207 -1.6488  -0.20
C 2.4720 -2.2344 -1.3832  -0.05
C 3.7782 -1.8138 -1.6409  -0.06
C 4.0186 -0.5355 -2.1603  -0.01
C 2.9109 0.2469 -2.4478  -0.24
F 3.1193 1.5437 -2.8593  0.04
C 1.5920 -0.1566 -2.2058  0.03
C -1.7386 -0.3123 -2.1454  0.03
H -5.1583 -0.6178 -2.1449  0.13
H -4.5221 -2.8715 -1.2310  0.11
H -2.1437 -3.4127 -0.8280  0.12
H 0.0742 -2.9598 -0.9279  0.12
H 2.3256 -3.2043 -0.9080  0.11
H 4.6289 -2.4464 -1.3891  0.11
H 5.0242 -0.1443 -2.3200  0.13
H 0.7867 0.5550 -2.3404  0.10
H -1.0087 0.4746 -2.2913  0.10

Cartesian forces (eV/Å) of the 3 atoms listed first:
-0.699 0.488 0.377
0.806 -1.277 -0.502
-1.159 0.691 0.372

The electronic energy is -974.018467 a.u. For the maximum force, the calculation gives 2.23 eV/A. The HOMO-LUMO gap is 4.9609 eV. Its relative energy (zero: lowest compared OMol25 entry of this formula, charge and spin) is 79.9 kcal per mole. The total charge is +1.